The following is a DFT calculation (ωB97M-V/def2-TZVPD) of C18H36BeBr4Cl2FN6NaO10PS as an isolated structure.

Values from the calculation:
net charge	+1
HOMO	-6.10	eV
maximum force	3.29	eV Å⁻¹

Each line ends with the Mulliken charge.
Element x y z (Å)
O 3.61 6.35 -2.53  -0.43
P 4.11 6.18 -4.05  0.05
Cl 2.60 7.09 -5.06  -0.19
C 3.63 4.43 -4.27  0.28
C 4.34 3.38 -4.73  -0.60
N 3.49 2.29 -4.68  -0.06
C 2.30 2.66 -4.23  0.25
C 1.06 1.89 -3.98  -0.64
C 0.63 2.12 -2.52  -0.02
S -1.15 2.02 -2.26  -0.13
C -1.68 3.40 -3.17  0.30
N -2.68 4.14 -2.87  -0.05
N -2.80 5.10 -3.85  -0.45
C -1.87 4.87 -4.70  -0.03
O -1.09 3.81 -4.35  -0.22
N 2.36 3.96 -3.99  0.30
H 4.34 6.56 -1.94  0.33
H 5.36 3.38 -5.06  0.45
H 3.72 1.34 -4.94  0.21
H 0.30 2.18 -4.70  0.35
H 1.26 0.83 -4.14  0.47
H 1.00 3.05 -2.08  0.39
H 1.07 1.34 -1.89  -0.34
H -1.68 5.42 -5.60  0.44
H 1.61 4.53 -3.61  0.29
C -0.57 -3.69 2.67  -0.60
O 0.22 -2.80 3.45  -0.35
C 1.54 -3.23 3.66  -0.73
C 2.52 -2.34 2.94  -0.28
N 2.45 -2.51 1.49  -0.24
C 3.19 -1.51 0.74  -0.87
C 2.71 -0.05 0.83  -0.22
O 1.50 0.17 0.21  -0.28
C 0.32 -0.06 0.98  -0.64
H -1.59 -3.32 2.70  0.23
H -0.24 -3.71 1.62  0.27
H -0.54 -4.70 3.08  0.31
H 1.67 -4.28 3.37  0.29
H 1.74 -3.15 4.73  0.32
H 3.54 -2.59 3.26  0.43
H 2.31 -1.30 3.23  0.19
H 1.48 -2.47 1.19  0.13
H 3.15 -1.79 -0.32  0.40
H 4.25 -1.59 1.05  0.44
H 3.44 0.63 0.27  0.27
H 2.73 0.34 1.86  0.25
H 0.48 0.15 2.04  0.30
H -0.05 -1.09 0.86  0.25
H -0.44 0.61 0.60  0.24
O -3.33 -1.59 1.64  -0.63
C -4.04 -0.64 1.39  0.85
O -4.33 -0.37 0.13  -0.40
C -5.32 0.64 -0.24  0.17
C -4.71 2.01 -0.32  -0.61
C -4.51 0.29 2.49  -1.02
H -6.17 0.60 0.42  -0.11
H -5.67 0.34 -1.23  0.36
H -4.32 2.33 0.65  0.14
H -5.44 2.77 -0.68  0.12
H -3.87 2.01 -1.02  0.17
H -3.74 1.04 2.67  0.25
H -4.65 -0.30 3.39  0.35
H -5.45 0.78 2.27  0.30
C 4.36 -5.99 4.46  -0.31
Br 4.80 -5.14 2.79  0.04
Br 5.62 -7.39 4.88  -0.01
Br 4.18 -4.74 5.89  0.01
H 3.39 -6.45 4.32  0.27
N -8.74 -0.54 0.60  1.09
O -8.75 -0.27 -0.56  -0.46
O -9.70 -1.40 1.11  -0.40
O -8.00 -0.04 1.41  -0.49
F 1.91 3.37 -0.43  -0.90
O 2.84 -8.95 2.60  -0.44
H 3.41 -8.53 3.28  0.34
H 3.33 -9.64 2.10  0.49
H 2.45 -8.28 1.99  0.46
Be 5.25 0.17 0.16  0.33
Br -10.40 0.01 2.26  0.18
Cl -5.49 4.23 -2.26  -0.74
Na 5.93 1.77 2.13  0.52